No. 1
Here is C26H59Br2FIN4NaO12S2V as an isolated structure in a non-equilibrium geometry from the Open Molecules 2025 dataset. Energies are from the ωB97M-V functional and the def2-TZVPD basis.

E_LUMO = -7.41 eV
Kohn-Sham gap = 0.938 eV
largest force on an atom = 5.17 eV/A

Structure (ORCA input):
```
! RIJCOSX wB97M-V def2-TZVPD def2/J DEFGRID3
* xyz 1 1
C 7.3702 1.8276 -0.3075
C 6.2284 2.0194 -1.3475
O 5.4108 3.1232 -1.0199
C 4.5939 3.5111 -2.1201
C 3.5499 2.3739 -2.3475
O 2.2884 2.8559 -2.7879
C 1.1982 2.1857 -2.1668
C 0.9432 0.8549 -2.9363
N 1.8296 -0.2520 -2.6268
C 1.6820 -0.5852 -1.2083
C 2.4893 -1.8807 -0.9652
S 2.2096 -3.2130 -2.1818
C 3.7957 -4.1307 -2.3000
C 4.9465 -3.1665 -2.6465
C 0.2689 -0.4344 -0.5635
C 0.0273 -1.2784 0.6992
C -0.0010 -2.8300 0.6488
N -0.9432 -0.1898 -1.5111
C -1.7631 1.0078 -1.0693
C -2.1811 1.1360 0.4166
O -1.4914 1.3784 1.2893
I -4.2840 0.9895 0.9639
S -2.1899 -1.5580 -1.5606
O -2.8393 -1.7576 -0.3166
O -3.2355 -1.2754 -2.5435
F -1.6379 -3.0797 -1.9676
C -0.4632 0.1894 -2.9002
O -1.3508 1.0377 -3.6040
C -0.3733 -1.0513 -3.8266
C 0.2833 -0.7704 -5.1891
H 7.2954 2.5307 0.5272
H 7.2745 0.8222 0.1316
H 8.3352 1.8397 -0.8231
H 6.6532 2.1215 -2.3629
H 5.6810 1.0552 -1.3617
H 4.0842 4.4583 -1.9067
H 5.2625 3.6425 -2.9841
H 3.9783 1.7323 -3.1418
H 3.5391 1.7912 -1.4130
H 0.3463 2.8653 -2.3517
H 1.4561 2.0947 -1.1024
H 1.2061 1.1682 -3.9647
H 2.7929 -0.0873 -2.8955
H 2.3348 0.1574 -0.6997
H 2.4883 -2.2190 0.0796
H 3.5437 -1.5953 -1.1251
H 3.6863 -4.8464 -3.1254
H 3.9784 -4.7231 -1.3943
H 5.8221 -3.6914 -3.0540
H 5.2962 -2.6196 -1.7593
H 4.6569 -2.4178 -3.3925
H 0.3378 0.5765 -0.1241
H -0.8653 -0.9913 1.2685
H 0.8506 -0.9988 1.3772
H 0.6121 -3.2250 1.4714
H -1.0186 -3.1920 0.8578
H 0.3156 -3.3119 -0.2824
H -2.7285 1.0466 -1.5898
H -1.2811 1.9675 -1.2902
H -0.8438 1.7608 -3.9919
H 0.1415 -1.9098 -3.3795
H -1.3802 -1.4223 -4.1117
H 1.4858 -0.5935 -5.0060
H 0.2048 -1.6333 -5.8536
H -0.0928 0.1460 -5.6641
Br 2.8756 -0.2918 -6.0278
O 6.8433 -1.0400 -3.8273
H 6.5290 -0.7433 -4.6897
H 7.7623 -1.2823 -3.9834
C -5.6619 -2.6907 4.4406
C -4.8346 -2.3387 3.2103
C -3.9236 -3.4818 2.7405
O -2.7510 -3.6577 3.5288
C -2.9176 -4.3943 4.6845
N -4.0737 -1.1136 3.4813
H -5.0688 -2.6821 5.3571
H -6.4639 -1.9643 4.5744
H -6.1193 -3.6773 4.3377
H -5.5362 -2.1301 2.3958
H -3.5637 -3.2366 1.7376
H -4.4735 -4.4256 2.6542
H -3.7205 -5.2740 4.5472
H -3.2237 -3.7540 5.5166
H -1.9609 -4.8554 4.9381
H -3.5967 -0.8324 2.6242
H -3.3150 -1.3607 4.1138
C -6.0759 4.5272 2.4108
O -7.0820 5.1546 2.1441
N -5.2572 4.7771 3.4471
C -4.0709 3.9842 3.6986
C -5.5787 5.8813 4.3405
H -5.7442 3.6719 1.7955
H -4.1446 3.5244 4.6865
H -3.1894 4.6291 3.6655
H -3.9690 3.2004 2.9481
H -6.5594 5.7137 4.7839
H -5.6163 6.8070 3.7716
H -4.8310 5.9625 5.1254
C 4.5975 -2.0770 2.5503
O 4.9005 -1.7180 1.2035
H 4.2161 -1.1967 3.0627
H 3.8365 -2.8630 2.5694
H 5.4982 -2.4258 3.0589
H 5.2371 -2.5075 0.7675
Na -4.4316 -2.1803 -4.0054
Br -5.0773 -6.1220 4.1648
O -7.3886 10.7298 1.9717
V -7.0910 9.7115 3.2914
O -6.7955 8.7063 4.6272
*
```

***

No. 2
Here is a 3-piece molecular cluster, C26H60IN3O5P overall in a non-equilibrium geometry from the Open Molecules 2025 dataset. Energies are from the ωB97M-V functional and the def2-TZVPD basis.

E_LUMO = 2.21 eV
Kohn-Sham gap = 6.049 eV
largest force on an atom = 3.71 eV/A

Structure (ORCA input):
```
! RIJCOSX wB97M-V def2-TZVPD def2/J DEFGRID3
* xyz -1 1
C 4.7550 2.8911 2.8714
C 3.8502 1.6427 2.4108
C 2.3801 2.1994 2.1822
C 1.6547 2.1598 3.5939
P 1.4175 1.3771 0.7514
C 0.4633 1.0032 -0.9084
C 0.4746 2.2036 -1.9014
N 1.5385 2.8307 -2.3201
O 0.1458 0.6343 1.7228
C 0.4958 -0.6901 2.0804
C -0.6438 -1.7184 2.4477
C -1.8144 -1.1463 3.3461
C -2.5192 -2.4237 4.0026
I -1.1364 0.0835 5.0055
C 1.5510 -1.2467 0.9984
O 1.0336 -2.0358 -0.0619
C 2.0934 -2.6089 -0.8463
C 2.2629 -4.1448 -0.5014
C 0.9170 -4.8075 0.0699
C 2.9268 -5.0125 -1.6414
C 2.3610 -4.7847 -3.0968
C 3.1631 -3.6521 -3.9024
C 0.8010 -4.5766 -3.1876
O 2.3301 -0.1028 0.6804
H 4.3959 3.3392 3.8363
H 5.8271 2.5571 2.9048
H 4.6905 3.6395 2.0257
H 3.8289 0.9340 3.2807
H 4.3446 1.2428 1.4914
H 2.4921 3.2984 1.9329
H 1.7183 1.1433 4.0671
H 2.1325 2.8798 4.3333
H 0.5870 2.5102 3.4965
H 0.6850 2.6449 0.7163
H 2.4537 1.9606 -0.0942
H 0.8835 0.1042 -1.4333
H -0.6161 0.8263 -0.6237
H -0.5159 2.5711 -2.3125
H 1.2572 3.5793 -2.9694
H 1.1436 -0.7001 3.0150
H -0.1480 -2.5258 3.0711
H -1.0332 -2.2591 1.5335
H -2.5249 -0.5770 2.6852
H -1.7415 -2.8837 4.6722
H -3.4694 -2.1729 4.5338
H -2.6859 -3.1756 3.1747
H 2.2463 -1.8566 1.6565
H 1.8922 -2.3877 -1.9238
H 3.0753 -2.1049 -0.5978
H 2.9792 -4.1825 0.3753
H -0.0060 -4.3313 -0.3404
H 0.9291 -5.8821 -0.2877
H 0.9544 -4.8480 1.1863
H 4.0461 -4.8746 -1.6234
H 2.7546 -6.0994 -1.3769
H 2.5786 -5.7367 -3.6698
H 3.8915 -4.1637 -4.5976
H 2.4562 -3.0731 -4.5520
H 3.7820 -3.0048 -3.2268
H 0.4081 -3.6865 -2.6386
H 0.2558 -5.5206 -2.8943
H 0.5592 -4.4226 -4.2835
C -6.2372 -0.3557 4.8116
C -7.2263 -1.3703 4.2468
C -8.7003 -0.9848 4.4769
O -9.1677 -1.2126 5.8005
C -8.8527 -0.1832 6.7220
N -6.9184 -2.6941 4.8005
H -6.1482 -0.4164 5.8972
H -5.2398 -0.5319 4.4017
H -6.5274 0.6646 4.5481
H -7.0668 -1.4080 3.1641
H -9.3182 -1.6229 3.8372
H -8.8987 0.0493 4.1697
H -8.8712 0.8058 6.2559
H -7.8798 -0.3672 7.1819
H -9.6014 -0.2048 7.5164
H -7.5177 -3.3838 4.3526
H -7.2335 -2.6978 5.7694
C 2.8933 6.4405 -6.0962
C 3.0140 4.9538 -5.7743
C 3.3611 4.0875 -7.0005
O 2.2685 3.8456 -7.8788
C 2.0151 4.8863 -8.8043
N 1.7789 4.5063 -5.1240
H 1.9616 6.6827 -6.6099
H 2.9100 7.0281 -5.1751
H 3.7265 6.7770 -6.7196
H 3.8344 4.8445 -5.0578
H 3.6663 3.1014 -6.6383
H 4.2171 4.4954 -7.5527
H 2.9357 5.3758 -9.1349
H 1.3286 5.6195 -8.3757
H 1.5251 4.4472 -9.6758
H 1.8986 3.5393 -4.8278
H 1.0612 4.4471 -5.8451
*
```

***

No. 3
Here is a 9-piece molecular cluster, C26H60N8O10 overall in a non-equilibrium geometry from the Open Molecules 2025 dataset. Energies are from the ωB97M-V functional and the def2-TZVPD basis.

E_LUMO = 3.68 eV
Kohn-Sham gap = 4.794 eV
largest force on an atom = 2.68 eV/A

Structure (ORCA input):
```
! RIJCOSX wB97M-V def2-TZVPD def2/J DEFGRID3
* xyz -2 1
O -0.9672 1.9168 -0.5583
C -0.9039 0.5522 -0.2891
C 0.4606 -0.1650 -0.3433
O 1.5921 0.4027 0.2405
H -1.5927 -0.0518 -0.9291
H -1.3776 0.3955 0.7112
H 0.7064 -0.2244 -1.4257
H 0.3588 -1.1941 0.0669
C 0.3515 2.6646 -5.4306
C 0.0177 2.8602 -3.9514
O 0.6221 3.7246 -3.3343
N -0.9703 2.1215 -3.3938
C -1.6337 1.0048 -4.0200
H -0.5674 2.5017 -5.9997
H 1.0825 1.8878 -5.6694
H 0.8763 3.5500 -5.7884
H -1.1222 2.2714 -2.3776
H -2.6534 1.3252 -4.2700
H -1.6689 0.0783 -3.4460
H -1.1752 0.7163 -4.9693
C 0.2049 -3.7006 -2.0027
C 0.0058 -5.1511 -2.3856
O -0.5483 -5.4639 -3.4275
N 0.4385 -6.0560 -1.4762
C 0.4554 -7.4942 -1.6914
H 0.4952 -3.5947 -0.9568
H -0.7254 -3.1451 -2.1233
H 0.9074 -3.1824 -2.6530
H 0.6742 -5.7037 -0.5675
H -0.5635 -7.8935 -1.6807
H 1.1438 -7.8592 -0.9359
H 0.7708 -7.7553 -2.7028
C -0.1496 0.4303 4.0191
C 0.7716 -0.7469 4.0790
O 0.7943 -1.4765 5.0859
N 1.6023 -0.9761 3.0573
C 2.5268 -2.0772 3.0417
H -0.4577 0.6963 3.0046
H 0.3060 1.3156 4.4674
H -1.0798 0.3005 4.5739
H 1.5095 -0.4907 2.1479
H 2.1846 -2.9316 3.6259
H 3.4623 -1.7873 3.5366
H 2.8119 -2.3566 2.0311
C 4.8717 0.0010 1.6400
C 5.0227 -1.1213 0.6755
O 6.0800 -1.7850 0.6451
N 3.9999 -1.4432 -0.1389
C 3.9957 -2.5020 -1.1155
H 3.8263 0.2860 1.7829
H 5.4110 0.8578 1.2351
H 5.3143 -0.3183 2.5803
H 3.0970 -1.0515 0.1735
H 5.0120 -2.8517 -1.2765
H 3.6167 -2.0653 -2.0419
H 3.3410 -3.3248 -0.8242
C 5.4835 1.5112 -2.3245
C 4.0060 1.3826 -2.6836
O 3.2355 2.3094 -2.6120
N 3.6370 0.1288 -3.0466
C 2.2843 -0.2239 -3.4373
H 5.5784 1.9729 -1.3448
H 6.0238 2.0278 -3.1181
H 5.9835 0.5397 -2.2405
H 4.2316 -0.6692 -2.9371
H 2.1262 -1.2981 -3.3818
H 2.1633 0.0314 -4.5018
H 1.5580 0.3917 -2.9045
C -3.4356 -1.7888 1.9834
C -3.6605 -1.3846 3.4045
O -4.4145 -0.4429 3.6631
N -3.0763 -2.0200 4.4302
C -3.2298 -1.6445 5.8258
H -4.3795 -2.1353 1.5616
H -2.6793 -2.5714 1.9195
H -3.1575 -0.9088 1.4061
H -2.5524 -2.8653 4.2789
H -2.3330 -1.8944 6.3877
H -4.0698 -2.2164 6.2319
H -3.4539 -0.5860 5.9062
C -0.9758 5.1435 3.7317
C -0.6377 4.1160 2.6585
O 0.4848 4.1703 2.1655
N -1.5828 3.2930 2.2004
C -2.9468 3.0960 2.6681
H -1.2957 6.0781 3.2673
H -0.0220 5.3973 4.1928
H -1.6896 4.8161 4.4878
H -1.3880 2.7258 1.3620
H -3.1614 3.8496 3.4247
H -3.1223 2.0698 2.9932
H -3.6156 3.2881 1.8230
C -4.6435 0.9251 -0.5908
C -4.7141 2.2900 -1.2623
O -5.7726 2.7455 -1.6869
N -3.5037 2.8548 -1.3468
C -3.3318 4.1564 -1.9763
H -5.6611 0.5575 -0.4426
H -4.2362 0.9965 0.4181
H -4.1089 0.2068 -1.2107
H -2.6678 2.2819 -1.1200
H -2.2837 4.4466 -1.9446
H -3.9575 4.8902 -1.4722
H -3.5998 4.0391 -3.0309
*
```

***

> Among the records above, which one has the highest Kohn-Sham gap?

C26H60IN3O5P

***

> The lowest largest force on an atom belongs to which entry?

C26H60N8O10